Entry 1:
Density functional theory data (ωB97M-V/def2-TZVPD) for a molecular structure, C26H39IrN3O7PS2Si.

```
! wB97M-V def2-TZVPD RIJCOSX def2/J DEFGRID3
* xyz 0 1
Ir 0.26678 0.91525 0.83353
S 0.36920 3.61414 1.48657
S 0.31187 0.78369 3.64534
P -2.29923 -1.16597 0.74166
Si 1.65394 0.46835 -0.98456
O 1.31929 0.40739 2.57104
O 1.42040 2.60501 1.11867
O -0.92301 3.06980 1.04122
O -1.08661 -0.44217 0.16657
O -1.01749 0.73241 3.04402
O 0.52025 0.00064 4.82473
O 0.67248 4.93665 1.04463
N -2.98701 -2.07800 -0.43936
N -1.84163 -2.22266 1.88742
N -3.47066 -0.14817 1.25162
C 0.99366 -0.99730 -1.95514
C -0.43394 -2.48410 2.26493
C -0.52697 -3.72199 3.16026
C -4.07296 -1.65893 -1.33235
C 0.52069 4.89883 3.83354
C 0.67517 5.07144 5.20194
C 4.02749 -1.10274 -0.81758
C -3.69694 1.12870 0.53224
C -4.02695 -0.09013 2.61574
C 6.01285 -0.51968 0.40324
C -4.29007 1.39575 2.83875
C 4.11993 0.96514 0.38920
C 0.77493 3.96742 6.02410
C -4.24919 -2.86926 -2.24090
C 0.70566 2.69244 5.48030
C 5.41017 0.66605 0.80042
C -2.19395 -3.16802 -1.04361
C -2.81251 -3.35272 -2.42974
C 1.60347 1.97604 -2.09416
C -1.95398 -3.67599 3.70355
C 5.31983 -1.40519 -0.40724
C 0.53691 2.50370 4.11667
C -2.74966 -3.20058 2.49525
C 3.40351 0.08642 -0.43051
C -4.65350 1.89602 1.44429
C 0.44679 3.63112 3.27744
H -0.37891 -4.63055 2.57255
H -2.74564 -4.38306 -2.77596
H 0.90713 4.08583 7.09125
H -2.95120 -4.03115 1.80798
H 3.65944 1.88798 0.71746
H -4.96693 -1.41835 -0.75729
H -4.53095 2.97192 1.33158
H 0.58541 2.13206 -2.46176
H 3.50148 -1.80901 -1.44930
H -5.68884 1.64103 1.20518
H -2.30394 -4.63411 4.08510
H -5.07413 1.56840 3.57535
H 5.94591 1.35905 1.43728
H -4.96282 -0.65808 2.66400
H 0.72971 6.07155 5.61066
H 0.22658 -3.69926 3.94530
H -2.29191 -4.07594 -0.44093
H -3.32074 -0.49619 3.33741
H 7.01938 -0.75329 0.72706
H -1.13587 -2.90950 -1.10211
H 1.59126 -1.16614 -2.85511
H 5.78319 -2.33274 -0.72049
H -0.03449 -0.79092 -2.25714
H 0.77590 1.81991 6.11281
H -2.02393 -2.93509 4.50304
H 1.00336 -1.91333 -1.36202
H -0.01475 -1.63895 2.80052
H -2.75974 1.67284 0.40778
H -4.74713 -2.61836 -3.17612
H -3.70237 -2.74368 2.76030
H 0.18280 -2.65888 1.38106
H -4.13226 0.95536 -0.45281
H 1.90987 2.87042 -1.54991
H -3.37137 1.87200 3.17635
H -4.84041 -3.63235 -1.72973
H -2.29738 -2.71867 -3.15444
H -3.79424 -0.77982 -1.92450
H 2.26318 1.85777 -2.95695
H 0.47405 5.75198 3.17246
*
```

HOMO (alpha / beta) = -8.4 / -8.3 eV
Frontier orbital gap (alpha / beta) = 0.2830 / 0.2823 Ha
Calculated total energy = -3236.74292 a.u.
Maximum force = 0.012 Eh/bohr
M = 821.02 g mol⁻¹



Entry 2:
Density functional theory data (ωB97M-V/def2-TZVPD) for C11H27BN3O5PS in the gas phase.

```
! wB97M-V def2-TZVPD RIJCOSX def2/J DEFGRID3
* xyz 0 1
S -0.17151 2.70197 -2.07644
P 0.50258 0.40273 -4.03066
O -1.95514 -3.66700 2.09005
O -3.08275 -1.90563 3.19686
O -0.26263 -1.28964 1.16161
O 1.97834 1.05491 -3.75026
O -0.59273 0.02795 -1.50534
N 1.95292 -1.65147 -2.23640
N -0.82419 0.93628 0.97184
N -0.02996 1.40684 -5.31477
C 1.12015 -1.59969 -1.00739
C -0.57021 0.94820 -2.55416
C 1.46423 1.08057 2.85208
C -3.00394 1.21760 -2.19207
C -0.62948 -1.47655 2.53700
C 0.93657 2.51800 2.84481
C 0.59534 -0.18974 -0.76342
C 0.48007 -2.25852 3.26151
C -2.00727 0.99276 -3.06583
C 1.53885 0.39764 1.48346
C 0.23438 -0.02308 0.79014
B -1.93933 -2.38678 2.58560
H 1.19555 3.06548 1.94164
H 0.09815 -2.81743 4.11222
H 1.25807 3.03649 3.74386
H -3.79111 -1.75106 2.57175
H 1.31948 -1.62815 3.54108
H 0.29460 -2.29310 -1.12422
H 2.49120 1.12774 3.22074
H 2.12334 1.73139 -4.42189
H 2.10455 1.06948 0.83970
H 2.15193 -0.49676 1.58991
H -0.87326 -0.55529 3.05849
H -1.72358 0.52970 0.78141
H -0.14861 2.49289 2.88842
H -2.21326 0.83173 -4.11165
H 2.80973 -2.15529 -2.06211
H 0.80731 2.54878 -1.17229
H 0.85090 -2.98960 2.54481
H -0.23436 2.35366 -4.99723
H 0.92530 0.50612 3.59872
H 1.41683 0.47264 -1.02226
H -1.47069 -3.68355 1.25735
H 1.76289 -1.89601 -0.18657
H -0.83312 1.01130 -5.77792
H -4.02204 0.89417 -2.36050
H -2.80943 1.70647 -1.24685
H 1.45657 -2.14986 -2.95977
H -0.68122 1.80072 0.47494
*
```

HOMO = -8.2 eV
Frontier orbital gap = 0.3173 Ha
Calculated total energy = -1740.23628 a.u.
Maximum force = 0.033 Eh/bohr
M = 355.21 g mol⁻¹
SMILES = C=C[C@@](S)(O[C@H](CN)[C@](N)(CCC)O[C@H](C)B(O)O)P(N)O



Entry 3:
Density functional theory data (ωB97M-V/def2-TZVPD) for C11H12N2O5 in the gas phase.

```
! wB97M-V def2-TZVPD RIJCOSX def2/J DEFGRID3
* xyz 0 1
O 0.39959 2.65231 0.45951
O 2.93584 1.04365 1.37850
O 3.01299 0.29575 -0.78798
O 2.10957 -2.12211 1.80961
O -1.58129 -0.13805 2.84313
N -0.03567 -1.63171 2.13486
N -1.28386 2.48988 1.76357
C -0.04118 0.62419 -1.72760
C -0.93613 -1.51480 -0.79609
C -0.29076 1.88647 1.07902
C -0.07826 -0.29798 -0.49198
C -0.57028 -0.27670 -2.85517
C -0.14692 0.37873 0.89943
C 1.13382 -1.52137 1.40056
C -1.56241 -1.16072 -2.15860
C 1.14606 -0.35664 0.47109
C 2.46465 0.35303 0.31115
C -0.76849 -0.49532 1.97458
H 3.80710 1.41998 1.13619
H -0.70077 1.50061 -1.60836
H 0.97372 1.02017 -1.94410
H -1.74407 -1.70645 -0.10418
H -1.02924 0.26352 -3.64311
H -2.54385 -0.65139 -2.09976
H -1.73647 -2.07148 -2.73133
H 0.21978 -0.87102 -3.32235
H -1.07793 3.48352 1.92279
H -0.33855 -2.41943 -0.86934
H 0.00159 -2.09948 3.05091
H -1.73857 1.92282 2.50505
*
```

HOMO = -10.2 eV
Frontier orbital gap = 0.3845 Ha
Calculated total energy = -912.11698 a.u.
Maximum force = 0.069 Eh/bohr
M = 252.23 g mol⁻¹
SMILES = NC(=O)[C@]12C(=O)NC(=O)[C@@]1(C(=O)O)C21CCCC1